Molecular formula: C5H8N2O
Method: DFT, ωB97M-V/def2-TZVPD

```
16
Properties=species:S:1:pos:R:3:lowdin_charge:R:1
C -0.6413 2.8910 -0.2280 0.020
C -0.3102 1.6095 -0.5412 -0.285
C 1.2870 0.0074 -0.2894 -0.099
C 1.4054 -1.2372 0.0925 -0.148
C -0.7651 -1.8518 0.5188 -0.379
H -1.2771 3.6061 -0.7717 0.046
H -0.0350 3.3891 0.5678 0.064
H -0.5859 0.8873 -1.4065 0.129
H 1.9840 0.7074 -0.8175 0.147
H 2.1769 -1.7879 -0.3489 0.097
H 0.7670 -2.2626 1.9807 0.265
H -1.5011 -2.5466 1.1126 0.150
H -2.1919 -1.1709 -0.5785 0.077
N 0.4845 -1.9621 0.8299 -0.024
N -1.1427 -1.1330 -0.4764 0.063
O 0.3454 0.8541 0.3559 -0.124
```

Values from the calculation:
SMILES string: [H]/N=C/N/C=C\OC=C
Energy relative to the best compared isomer or geometry (same formula, charge and spin) (eV): 4.3678
HOMO energy (eV): -8.499
Frontier orbital gap (eV): 9.0
Lowest unoccupied orbital energy (eV): 0.54
DFT total energy (a.u.): -379.9277

=====

Molecular formula: C5H8N2O
Method: DFT, ωB97M-V/def2-TZVPD

```
16
Properties=species:S:1:pos:R:3:lowdin_charge:R:1
C -1.2198 0.9248 0.1475 -0.085
C 1.4387 0.4120 0.0611 -0.581
C -2.0633 1.8441 0.4685 0.032
C 2.8312 -0.0139 0.1612 -0.022
C -1.5130 -1.1569 -0.7345 -0.022
N 0.5786 -0.5525 -0.1486 0.186
N -0.6346 -0.1324 -0.2271 -0.208
O 1.1561 1.5971 0.2697 0.079
H -2.1533 2.6470 -0.1388 0.028
H -2.4387 2.0375 1.3674 0.013
H 2.9993 -0.8806 -0.4962 0.079
H 3.1232 -0.1857 1.1415 0.056
H 3.3520 0.8667 -0.4664 0.141
H -0.8764 -1.6348 -1.4548 0.070
H -1.6692 -1.9703 0.0590 0.115
H -2.4654 -0.8321 -1.2554 0.118
```

Values from the calculation:
Energy relative to the best compared isomer or geometry (same formula, charge and spin) (eV): 2.8635
Multiplicity: 3
HOMO energy (alpha / beta) (eV): -5.369 / -9.283
Frontier orbital gap (alpha / beta) (eV): 6.3 / 7.0
Lowest unoccupied orbital energy (alpha / beta) (eV): 0.91 / -2.30
DFT total energy (a.u.): -379.7931

=====

Molecular formula: C5H8N2O2
Method: DFT, ωB97M-V/def2-TZVPD

```
17
Properties=species:S:1:pos:R:3:lowdin_charge:R:1
C 2.2149 0.8133 0.3632 -0.198
C 0.7865 0.6214 0.8754 -0.052
C -0.2200 0.0621 0.2181 -0.323
C -0.2749 -0.8568 -0.9075 -0.138
C -2.4941 -0.8270 -0.0438 -0.503
H 1.7106 2.4310 -0.3063 0.042
H 2.3606 0.3528 -0.6209 0.110
H 2.8948 0.2803 0.9542 0.090
H 0.6282 1.1197 1.8039 0.102
H 0.5136 -1.6500 -0.8238 0.141
H -0.1019 -0.3509 -1.8609 0.121
H -1.7852 -2.3646 -1.3841 0.218
H -1.6679 0.2399 1.7984 0.274
N -1.7403 -1.2330 -1.1389 0.050
N -1.6283 0.2485 0.5006 0.090
O 2.4447 2.2842 0.2508 -0.057
O -3.6412 -1.1708 0.3217 0.032
```

Values from the calculation:
Energy relative to the best compared isomer or geometry (same formula, charge and spin) (eV): 3.8190
HOMO energy (eV): -8.993
Frontier orbital gap (eV): 9.3
Lowest unoccupied orbital energy (eV): 0.29
DFT total energy (a.u.): -455.2181

=====

Molecular formula: C5H8N2O2
Method: DFT, ωB97M-V/def2-TZVPD

```
17
Properties=species:S:1:pos:R:3:lowdin_charge:R:1
C -0.3588 -1.3137 -0.0149 -0.119
C 2.0836 1.1012 -0.0818 -0.302
C -1.5854 0.4788 1.1693 -0.069
C -1.7329 0.3363 -1.2721 -0.103
C -1.0735 -0.1785 -0.0674 -0.369
N 0.3484 -2.2898 0.2302 0.146
N 3.0990 0.4424 -0.0360 0.032
O 1.3520 1.9932 -0.0044 0.183
O 3.3128 -0.9093 -0.2084 -0.029
H -0.7813 0.6165 1.8065 0.044
H -2.3177 -0.1359 1.8354 0.125
H -2.0055 1.3792 0.9362 0.041
H -1.3679 1.3371 -1.7184 0.105
H -2.8137 0.6750 -1.1708 0.102
H -1.5879 -0.3006 -2.0711 0.040
H 1.3732 -2.2650 0.2391 0.050
H 4.0557 -0.9667 0.4285 0.123
```

Values from the calculation:
SMILES string: CC(C)=C=N.O=C=NO
Energy relative to the best compared isomer or geometry (same formula, charge and spin) (eV): 5.6960
HOMO energy (eV): -8.044
Frontier orbital gap (eV): 8.1
Lowest unoccupied orbital energy (eV): 0.09
DFT total energy (a.u.): -455.1492

=====

Molecular formula: C5H8N2O2
Method: DFT, ωB97M-V/def2-TZVPD

```
17
Properties=species:S:1:pos:R:3:lowdin_charge:R:1
N 1.1275 0.2288 -0.5276 0.086
N 2.1243 0.4874 0.3619 0.076
O 0.2056 0.3570 1.4966 0.174
O -1.2017 -0.2220 -0.3186 0.007
C 0.0277 0.1435 0.1810 -0.379
C 1.5460 0.5636 1.5532 -0.366
C 2.4009 0.6573 2.7991 -0.010
C -2.6230 -0.6330 -2.1766 -0.063
C -1.1840 -0.4939 -1.6961 -0.272
H 2.5344 -0.3479 3.2684 0.091
H 3.3943 1.1169 2.5810 0.095
H 1.8316 1.2868 3.5114 0.081
H -2.5941 -1.0710 -3.1870 0.084
H -3.1201 0.3475 -2.1750 0.084
H -3.1542 -1.3432 -1.5592 0.070
H -0.7343 0.3170 -2.2527 0.113
H -0.5809 -1.3948 -1.8598 0.128
```

Values from the calculation:
SMILES string: CCOc1nnc(C)o1
Energy relative to the best compared isomer or geometry (same formula, charge and spin) (eV): 2.2813
HOMO energy (eV): -9.206
Frontier orbital gap (eV): 10.1
Lowest unoccupied orbital energy (eV): 0.85
DFT total energy (a.u.): -455.2747

=====

Molecular formula: C5H8N2O2
Method: DFT, ωB97M-V/def2-TZVPD

```
17
Properties=species:S:1:pos:R:3:lowdin_charge:R:1
C -0.2558 0.4202 0.1208 -0.176
C 0.5350 1.1096 -0.9640 -0.078
C -1.1414 -1.2224 -0.5467 -0.371
C 0.4214 -0.2160 1.1900 -0.314
N -1.3222 -1.3431 -1.8793 0.144
C 1.3438 1.2614 1.9484 -0.140
N 0.4879 -1.2249 1.8802 0.173
O -1.4925 -2.1223 0.2033 0.001
O 1.7623 2.2928 1.5274 0.030
H -1.1181 0.9799 0.4807 0.141
H -1.7568 -2.1776 -2.2537 0.114
H -1.1102 -0.5931 -2.5109 0.083
H -0.1661 -1.9700 1.5703 0.066
H 1.6555 0.8909 2.9557 0.090
H -0.1098 1.3358 -1.8128 0.072
H 1.3753 0.4968 -1.2861 0.096
H 0.8916 2.0821 -0.6236 0.071
```

Values from the calculation:
Energy relative to the best compared isomer or geometry (same formula, charge and spin) (eV): 4.0358
HOMO energy (eV): -8.020
Frontier orbital gap (eV): 8.6
Lowest unoccupied orbital energy (eV): 0.57
DFT total energy (a.u.): -455.2102

=====

Molecular formula: C5H8N2O2
Method: DFT, ωB97M-V/def2-TZVPD

```
17
Properties=species:S:1:pos:R:3:lowdin_charge:R:1
C 1.7249 -1.2440 -0.3106 -0.225
C 0.5407 -0.3529 -0.0720 -0.416
C -1.6185 0.2835 0.1875 -0.229
C -3.0506 -0.0866 -0.0780 -0.076
C -4.2516 -0.2410 0.1910 0.108
H 3.1902 -0.2089 0.3177 0.102
H 1.2756 -2.1960 -0.5628 0.129
H 2.0531 -0.9473 -1.3035 0.124
H 0.3140 1.6427 -0.0913 0.115
H 2.8079 1.2626 0.4798 0.192
H -1.2719 1.2242 -0.4154 0.131
H -1.4183 0.5349 1.1972 0.107
H -5.2839 -0.2922 0.0928 0.000
N 0.9000 0.9141 0.3307 -0.010
N -0.6229 -0.6900 -0.2771 0.095
O 2.6319 -0.9707 0.6702 -0.042
O 2.0795 1.3676 -0.3561 -0.105
```

Values from the calculation:
SMILES string: C#CC/N=C(/CO)NO
Energy relative to the best compared isomer or geometry (same formula, charge and spin) (eV): 7.4517
HOMO energy (eV): -9.292
Frontier orbital gap (eV): 9.5
Lowest unoccupied orbital energy (eV): 0.20
DFT total energy (a.u.): -455.0846

=====

Molecular formula: C5H8N2O2S
Method: DFT, ωB97M-V/def2-TZVPD

```
18
Properties=species:S:1:pos:R:3:lowdin_charge:R:1
C -0.6222 1.0841 2.6637 -0.241
C 1.6140 0.4718 1.2985 -0.109
C 1.5407 1.9641 1.3129 -0.089
C 0.5026 1.1483 1.9617 -0.193
C -1.1075 -1.6620 -2.5985 -0.143
N -1.4728 0.9061 3.4299 0.145
N -1.4167 -0.8004 -0.0068 0.019
O 0.8734 -1.2543 -0.9503 -0.297
O -0.4426 0.6635 -1.7058 -0.283
S -0.4226 -0.7489 -1.2434 0.465
H 1.3549 -0.1948 0.3822 0.072
H 2.3729 -0.0777 1.9191 0.125
H 2.1429 2.5655 1.8881 0.073
H 1.3340 2.4595 0.3342 0.122
H -2.0843 -2.1187 -2.1211 0.096
H -1.4603 -0.8985 -3.2798 0.055
H -0.3114 -2.3244 -3.0153 0.085
H -2.3949 -1.1835 -0.2691 0.098
```

Values from the calculation:
Energy relative to the best compared isomer or geometry (same formula, charge and spin) (eV): 7.8195
HOMO energy (alpha / beta) (eV): -10.174 / -8.140
Frontier orbital gap (alpha / beta) (eV): 9.7 / 5.0
Lowest unoccupied orbital energy (alpha / beta) (eV): -0.44 / -3.14
DFT total energy (a.u.): -853.2560

=====

Molecular formula: C5H8N2O3
Method: DFT, ωB97M-V/def2-TZVPD

```
18
Properties=species:S:1:pos:R:3:lowdin_charge:R:1
N -0.0281 -1.0842 -1.5585 0.158
H -0.9966 -0.9435 -1.8121 0.106
H -0.3374 -3.2847 -0.0198 0.048
H 0.6184 -1.3713 -2.2816 0.110
C 0.4905 -0.5786 -0.3720 -0.486
O 1.6824 -0.6669 -0.0935 0.069
C -0.4375 0.1979 0.5250 -0.111
C -0.0060 1.3928 1.3236 -0.165
O 1.0920 2.1292 0.8235 0.023
C 0.7116 2.6304 -0.3592 -0.197
N -0.4799 2.3857 -0.7435 0.111
C -1.0774 1.5462 0.2635 -0.195
H -1.0720 -0.4712 1.1093 0.153
H -0.1156 1.4493 2.4043 0.157
H 1.4614 3.2020 -0.9044 0.143
H -2.1410 1.6793 0.4548 0.139
O -0.0754 -3.8708 0.7653 -0.091
H 0.7108 -4.3416 0.4754 0.028
```

Values from the calculation:
SMILES string: NC(=O)[C@@H]1[C@@H]2N=CO[C@@H]21.O
Energy relative to the best compared isomer or geometry (same formula, charge and spin) (eV): 1.4879
HOMO energy (eV): -9.661
Frontier orbital gap (eV): 10.4
Lowest unoccupied orbital energy (eV): 0.69
DFT total energy (a.u.): -530.5226

=====

Molecular formula: C5H8N2O3
Method: DFT, ωB97M-V/def2-TZVPD

```
18
Properties=species:S:1:pos:R:3:lowdin_charge:R:1
N 2.1036 1.1903 0.5447 0.148
C 1.8055 0.2479 -0.2795 -0.446
C 0.5732 0.1046 -1.1807 -0.296
O -0.0833 -1.0903 -1.0288 -0.031
C -0.5940 -1.3833 0.2618 -0.170
C -1.8917 -0.6484 0.5304 -0.192
N -1.8163 0.7917 0.6267 0.074
C -1.0909 1.5455 -0.0730 -0.220
O -0.2119 1.2732 -1.0770 0.004
H 0.9426 0.1147 -2.2155 0.177
H -0.7740 -2.4649 0.2845 0.134
H 0.1537 -1.1407 1.0343 0.130
H -2.6159 -0.8953 -0.2631 0.132
H -2.3132 -1.0351 1.4692 0.116
H -1.1617 2.6329 0.0442 0.135
O 2.4601 -0.8539 0.0180 0.026
H 1.4553 1.9702 0.4709 0.052
H 3.0590 -0.3590 0.8328 0.227
```

Values from the calculation:
SMILES string: [H]/N=C(/O)[C@@H]1OC=NCCO1
Energy relative to the best compared isomer or geometry (same formula, charge and spin) (eV): 2.3082
HOMO energy (eV): -9.903
Frontier orbital gap (eV): 10.7
Lowest unoccupied orbital energy (eV): 0.80
DFT total energy (a.u.): -530.4925

=====

Molecular formula: C5H8N2O4
Method: DFT, ωB97M-V/def2-TZVPD

```
19
Properties=species:S:1:pos:R:3:lowdin_charge:R:1
C 0.0592 -2.0325 1.2926 -0.366
C 1.6258 -0.1621 0.7941 -0.480
C -1.1080 -1.1371 1.0317 -0.263
C -0.6313 -0.3540 -0.2995 -0.265
C 0.8855 1.6299 -0.5766 -0.044
N 1.3435 -1.4385 1.3476 0.213
N 0.6066 0.3513 0.0193 -0.050
O -0.0356 -3.2140 1.5853 0.112
O 2.5956 0.4644 1.1277 0.099
O -2.2242 -1.8533 0.8704 0.075
O -0.5277 -1.2030 -1.4172 0.031
H -1.1402 -0.4474 1.8950 0.183
H -1.3370 0.4627 -0.5324 0.153
H -0.0501 2.1206 -0.9886 0.110
H 1.5166 2.2492 0.0355 0.076
H 1.5436 1.4889 -1.4971 0.113
H 2.0512 -1.6975 1.9596 0.132
H -1.9941 -2.7385 0.8623 0.061
H -1.0644 -2.0065 -1.2968 0.109
```

Values from the calculation:
SMILES string: CN1C(=O)NC(=O)[C@H](O)[C@@H]1O
Energy relative to the best compared isomer or geometry (same formula, charge and spin) (eV): 0.0000
HOMO energy (eV): -9.936
Frontier orbital gap (eV): 10.4
Lowest unoccupied orbital energy (eV): 0.48
DFT total energy (a.u.): -605.8190

=====

Molecular formula: C5H8N2O4
Method: DFT, ωB97M-V/def2-TZVPD

```
19
Properties=species:S:1:pos:R:3:lowdin_charge:R:1
C 1.7153 0.5965 0.0793 -0.444
C -0.6515 1.3299 0.1654 -0.430
C 1.1932 -0.8312 0.5279 -0.263
C -0.1076 -1.0401 -0.3932 -0.274
C -2.4731 -0.0684 0.1650 -0.019
N 0.7922 1.5603 0.1355 0.200
N -1.0308 0.0304 0.1015 -0.017
O 2.8156 0.6483 -0.4195 0.105
O -1.4419 2.2760 0.3290 0.050
O 2.2093 -1.7056 0.4756 0.029
O 0.2004 -0.9278 -1.7022 0.079
H 0.8015 -0.7589 1.6304 0.186
H -0.4462 -2.0107 -0.1509 0.152
H -2.8547 -0.9144 -0.3551 0.087
H -2.7182 -0.1808 1.1390 0.059
H -2.9827 0.8260 -0.2956 0.120
H 1.1689 2.5244 -0.0004 0.190
H 2.9893 -1.1378 0.3363 0.102
H 0.8211 -0.2163 -1.7682 0.088
```

Values from the calculation:
SMILES string: CN1C(=O)NC(=O)[C@H](O)[C@@H]1O
Energy relative to the best compared isomer or geometry (same formula, charge and spin) (eV): 0.3995
HOMO energy (eV): -10.300
Frontier orbital gap (eV): 10.9
Lowest unoccupied orbital energy (eV): 0.60
DFT total energy (a.u.): -605.8043

=====

Molecular formula: C5H8N2S
Method: DFT, ωB97M-V/def2-TZVPD

```
16
Properties=species:S:1:pos:R:3:lowdin_charge:R:1
C -1.1648 2.4330 -0.2203 -0.087
C -1.8484 1.4817 -0.8887 -0.062
C -0.3825 0.3136 0.4292 -0.263
C 1.5889 -1.2231 0.0710 -0.070
C 0.4016 -0.7765 1.0308 -0.160
N -0.2053 1.7637 0.6172 -0.599
N -1.4093 0.2271 -0.4600 0.101
S 0.8672 2.5476 1.5405 0.440
H -1.0098 3.4302 -0.3881 0.077
H -2.6380 1.5209 -1.5261 0.081
H 2.5012 -0.8901 0.5062 0.051
H 1.6084 -0.7331 -0.8968 0.070
H 1.7398 -2.3089 -0.0570 0.072
H 0.9125 -0.2393 1.8748 0.085
H -0.4093 -1.5222 1.3770 0.142
H -1.7490 -0.6333 -0.7001 0.122
```

Values from the calculation:
Energy relative to the best compared isomer or geometry (same formula, charge and spin) (eV): 2.1318
HOMO energy (alpha / beta) (eV): -6.783 / -6.783
Frontier orbital gap (alpha / beta) (eV): 7.3 / 7.3
Lowest unoccupied orbital energy (alpha / beta) (eV): 0.51 / 0.51
DFT total energy (a.u.): -702.9517

=====

Molecular formula: C5H8N2S
Method: DFT, ωB97M-V/def2-TZVPD

```
16
Properties=species:S:1:pos:R:3:lowdin_charge:R:1
C -0.6721 -1.3729 -0.0661 -0.270
C -1.9896 -1.4708 0.2143 -0.340
C -1.2897 0.8849 -0.1570 -0.653
C 1.8300 0.1893 0.7070 -0.099
C 1.1622 0.1232 -0.6851 -0.267
N -0.8560 2.0926 -0.3101 0.065
N -0.1975 -0.2468 -0.5419 -0.106
S -2.7875 0.1771 0.1471 0.984
H -0.1901 -2.2632 -0.3018 0.114
H -2.4331 -2.2659 0.7542 0.041
H 1.3046 1.1114 1.1172 0.084
H 1.7825 -0.7106 1.3367 0.062
H 2.9595 0.3274 0.3857 0.105
H 1.1197 1.1715 -0.9620 0.089
H 1.7374 -0.6339 -1.3450 0.146
H -1.4802 2.8868 -0.2931 0.044
```

Values from the calculation:
SMILES string: [H]/N=c1\sccn1CC
Energy relative to the best compared isomer or geometry (same formula, charge and spin) (eV): 2.4340
HOMO energy (eV): -7.688
Frontier orbital gap (eV): 8.6
Lowest unoccupied orbital energy (eV): 0.87
DFT total energy (a.u.): -702.9406

=====

Molecular formula: C5H8N2S
Method: DFT, ωB97M-V/def2-TZVPD

```
16
Properties=species:S:1:pos:R:3:lowdin_charge:R:1
C 0.0685 -2.0628 0.7339 -0.027
C 0.2657 -0.7562 0.0101 -0.375
C 1.2775 0.7268 -1.3315 -0.167
C 0.0177 1.3850 -0.7218 -0.110
C -1.4719 0.7276 1.0940 -0.651
H 0.1382 -1.8539 1.7816 0.053
H 0.8561 -2.7026 0.4716 0.060
H -0.8687 -2.5163 0.4899 0.073
H 2.2075 1.2480 -1.0474 0.114
H 1.2794 0.7369 -2.3974 0.090
H 0.3373 2.2086 -0.0907 0.116
H -0.7700 1.6674 -1.4419 0.130
H -1.8659 1.6918 0.8543 0.058
N 1.1911 -0.6718 -0.8685 0.098
N -0.4731 0.3776 0.2377 -0.104
S -2.1893 -0.2060 2.2262 0.642
```

Values from the calculation:
SMILES string: CC1=NCCN1C=S
Energy relative to the best compared isomer or geometry (same formula, charge and spin) (eV): 0.9003
HOMO energy (eV): -8.693
Frontier orbital gap (eV): 8.8
Lowest unoccupied orbital energy (eV): 0.09
DFT total energy (a.u.): -702.9969